Computed, not measured: an isolated molecule of C4H6S2Si at a distorted geometry, with ωB97M-V/def2-TZVPD.

```
13
Properties=species:S:1:pos:R:3:forces:R:3
C -0.319 -1.091 1.985 3.96 -0.43 0.12
C 0.983 -0.863 1.596 -1.57 1.49 -0.94
C -1.396 -0.447 1.407 0.32 0.08 0.44
C -0.111 0.888 -0.686 0.35 -2.30 1.78
Si 0.346 1.127 -2.509 1.45 -1.19 0.87
S -1.509 0.181 -0.080 -0.76 1.49 -1.89
S 1.318 0.641 0.540 -0.72 -0.07 -0.09
H -0.571 -1.823 2.746 0.30 -0.10 -0.05
H 1.936 -1.301 1.839 -0.27 -0.57 0.24
H -2.244 -0.622 1.990 -1.96 0.16 -0.08
H 1.489 0.025 -2.699 -0.54 1.74 0.34
H 0.462 2.618 -2.462 0.55 -0.43 -0.55
H -0.385 0.666 -3.668 -1.12 0.13 -0.18
```
Forces are in eV/Å.

Calculated values
maximum force	4.0	eV/Å
charge	0
LUMO (alpha / beta)	-0.568 / -0.731	eV
electronic energy	-33788.902	eV
HOMO (alpha / beta)	-0.26580 / -0.26393	Eh
energy relative to the best compared isomer or geometry (same formula, charge and spin)	51.4	kcal/mol


Computed, not measured: a cluster of 31 separate species, C4H71NO33PS in total at a distorted geometry, with ωB97M-V/def2-TZVPD.

```
111
Properties=species:S:1:pos:R:3:forces:R:3
O 1.695 -1.099 2.588 -0.30 -0.41 -0.49
P 1.561 -1.068 0.999 0.99 -0.10 -0.69
O 2.191 -2.435 0.478 -0.10 -0.26 0.70
S 2.385 0.439 0.151 -0.10 0.61 0.23
C -0.209 -1.248 0.517 0.40 -0.04 -0.02
C -1.093 -0.466 1.471 0.05 0.25 -0.04
N -2.498 -0.633 0.995 -0.18 -0.43 0.23
C -2.862 -2.084 1.080 -0.56 -0.33 -0.30
C -1.871 -2.972 0.324 -0.50 -0.17 0.17
O -0.498 -2.631 0.488 -0.47 0.17 0.29
H 1.763 -2.029 2.914 -0.17 0.18 0.67
H 3.129 -2.491 0.782 -0.05 0.15 -0.31
H -0.272 -0.765 -0.472 -0.02 -0.28 0.06
H -0.849 0.601 1.483 0.06 -0.17 -0.07
H -1.010 -0.866 2.486 -0.21 0.05 -0.13
H -2.606 -0.327 0.019 0.14 0.11 0.08
H -3.168 -0.110 1.574 -0.24 0.02 -0.06
H -2.991 -2.353 2.131 0.32 0.24 -0.07
H -3.847 -2.200 0.618 0.12 0.06 0.12
H -2.003 -3.975 0.743 0.17 0.09 -0.17
H -2.167 -3.045 -0.730 0.35 0.25 0.10
O 1.008 3.387 0.199 -0.16 -0.27 -0.12
H 0.224 3.463 -0.364 -0.09 0.40 0.19
H 1.191 2.439 0.282 0.08 -0.03 0.12
O -1.424 -4.764 -2.647 -0.49 0.14 0.26
H -1.427 -4.302 -3.495 0.03 -0.15 -0.07
H -0.786 -4.281 -2.111 0.32 -0.14 -0.28
O 1.790 -3.115 4.549 0.07 0.25 -0.30
H 0.928 -3.073 4.986 0.09 0.01 0.02
H 2.373 -2.624 5.142 0.02 -0.17 0.08
O 2.440 3.451 -2.549 -0.17 0.08 0.03
H 1.925 3.206 -1.773 0.12 0.13 0.14
H 3.337 3.589 -2.208 0.10 -0.29 -0.15
O -2.305 -4.797 -5.612 0.09 0.07 0.23
H -2.321 -5.623 -5.109 -0.16 -0.16 -0.07
H -3.076 -4.853 -6.185 0.06 0.02 0.02
O -4.824 -0.212 2.854 0.67 0.10 0.25
H -4.401 -0.020 3.699 -0.21 0.04 0.05
H -5.774 -0.119 3.017 -0.11 -0.19 -0.48
O -7.285 -0.554 1.400 0.14 -0.06 0.06
H -7.015 0.125 0.763 -0.03 0.14 -0.11
H -7.629 -1.282 0.873 -0.06 0.07 0.09
O -6.117 1.597 -0.150 0.05 -0.39 0.13
H -6.109 2.099 -0.972 -0.05 0.01 0.12
H -5.582 2.147 0.434 -0.09 0.09 -0.20
O -0.292 4.852 2.599 -0.10 0.10 0.10
H -0.266 5.814 2.656 0.11 -0.05 0.03
H 0.077 4.657 1.723 -0.13 -0.11 -0.02
O 4.954 -1.646 1.279 -0.30 -0.26 -0.02
H 4.777 -0.781 1.670 0.08 0.08 -0.23
H 5.684 -1.996 1.809 -0.06 0.05 0.10
O -1.780 -1.068 -2.581 -0.26 0.11 0.67
H -0.912 -1.423 -2.347 0.12 -0.22 -0.58
H -2.315 -1.851 -2.760 0.08 0.03 -0.18
O -0.079 -1.525 6.055 -0.08 0.31 -0.24
H -0.976 -1.296 6.325 0.07 -0.14 0.20
H 0.282 -0.697 5.711 -0.08 -0.04 -0.11
O -1.105 5.138 -0.277 0.13 -0.18 -0.15
H -2.052 5.269 -0.120 0.13 0.14 0.13
H -0.791 6.002 -0.565 0.00 -0.06 -0.04
O 5.468 -1.758 4.143 -0.07 -0.15 -0.11
H 5.506 -2.671 4.451 0.07 0.07 0.08
H 4.559 -1.641 3.847 0.01 -0.01 0.11
O 2.950 -0.884 -3.047 -0.49 -0.27 -0.01
H 2.277 -0.596 -3.683 0.17 0.25 -0.37
H 2.814 -0.271 -2.317 0.15 0.00 0.25
O 0.790 0.240 -4.762 -0.07 -0.01 0.12
H 0.098 -0.027 -5.376 0.06 0.00 0.01
H 0.675 1.190 -4.648 0.13 -0.02 -0.02
O 0.607 -2.855 -3.259 -0.18 0.23 0.23
H 0.478 -2.731 -4.206 0.08 -0.05 0.02
H 1.363 -2.294 -3.034 0.30 -0.01 -0.02
O 5.361 2.648 -2.555 0.03 -0.05 0.02
H 5.354 1.753 -2.198 0.01 0.05 0.00
H 5.776 2.557 -3.420 -0.06 0.05 0.02
O 2.510 -1.029 7.598 0.11 -0.01 -0.25
H 1.731 -1.196 7.057 -0.17 -0.04 0.39
H 2.370 -0.165 8.000 0.03 -0.05 0.00
O -3.352 6.427 -1.383 0.02 0.09 -0.27
H -3.365 7.390 -1.352 -0.15 -0.06 0.04
H -2.964 6.223 -2.243 0.02 0.04 0.02
O 5.301 -3.894 -1.187 -0.35 0.02 -0.04
H 4.606 -3.538 -1.756 0.16 0.20 -0.04
H 5.130 -3.484 -0.332 0.16 0.04 -0.03
O 3.823 -5.865 -2.943 -0.09 0.19 -0.03
H 2.923 -5.878 -2.602 0.05 -0.05 0.00
H 4.344 -5.400 -2.276 0.07 -0.27 0.11
O -3.186 5.458 1.846 -0.20 -0.16 0.13
H -3.444 6.284 2.277 0.05 0.10 -0.21
H -2.404 5.155 2.331 0.13 -0.08 -0.17
O 3.025 6.413 -1.912 -0.10 0.06 0.13
H 3.879 6.061 -1.640 -0.03 0.00 -0.07
H 2.487 5.620 -2.039 0.11 -0.05 -0.14
O -3.159 8.447 2.174 0.13 0.05 0.01
H -3.239 8.968 1.368 -0.07 -0.03 0.05
H -2.549 8.951 2.724 -0.08 -0.02 0.04
O 3.755 4.411 0.370 -0.02 -0.03 0.07
H 3.805 5.350 0.580 0.01 -0.05 0.01
H 2.832 4.175 0.539 0.02 0.08 -0.13
O 0.768 -5.431 1.525 0.01 0.14 0.01
H -0.174 -5.305 1.672 0.06 -0.06 0.01
H 1.089 -4.571 1.227 -0.04 -0.03 -0.08
O -3.132 -7.145 -3.646 0.01 0.16 0.02
H -4.040 -7.192 -3.330 0.03 -0.04 -0.09
H -2.663 -6.638 -2.971 0.13 0.05 0.02
O 4.373 -2.580 -5.453 0.00 0.03 -0.01
H 3.856 -2.555 -4.642 0.05 0.04 0.05
H 5.283 -2.472 -5.159 -0.04 -0.03 -0.04
O -4.632 3.889 -0.403 0.17 0.04 0.05
H -4.344 4.425 -1.149 -0.08 0.10 0.05
H -4.445 4.454 0.359 0.12 0.11 0.13
```
Forces are in eV/Å.

Calculated values
maximum force	1.2	eV/Å
charge	+1
LUMO	-3.166	eV
electronic energy	-94480.617	eV
HOMO	-0.45396	Eh


Computed, not measured: an isolated molecule of C4H7BN2O2 at a distorted geometry, with ωB97M-V/def2-TZVPD.

```
16
Properties=species:S:1:pos:R:3:forces:R:3
C -1.019 -1.678 -0.493 1.41 -0.25 -1.34
B 0.174 -0.946 0.066 0.77 0.07 0.74
C 1.296 -0.382 0.694 -0.37 0.20 0.68
N 1.630 0.964 1.068 0.97 -1.57 0.64
C 0.895 2.084 1.101 -2.21 -0.24 -2.80
O 1.181 3.142 1.545 0.92 1.79 1.60
N -0.291 1.947 0.292 0.83 -1.83 -0.19
C -1.161 2.885 -0.225 0.01 -1.34 0.02
O -2.097 2.556 -0.912 0.09 0.15 -0.11
H -1.468 -1.109 -1.303 -0.69 0.27 0.30
H -1.629 -2.147 0.229 -1.20 0.04 0.66
H -0.600 -2.494 -1.089 0.26 -0.28 -0.03
H 2.001 -1.025 1.253 -0.52 -0.18 -0.92
H 2.405 0.908 1.708 0.06 0.91 -0.01
H -0.309 1.048 -0.213 -0.56 0.97 0.28
H -0.920 3.884 0.031 0.22 1.29 0.46
```
Forces are in eV/Å.

Calculated values
maximum force	3.6	eV/Å
charge	0
LUMO	-0.097	eV
structure (SMILES)	C/B=C/NC(=O)NC=O
electronic energy	-12011.457	eV
HOMO	-0.30546	Eh
energy relative to the best compared isomer or geometry (same formula, charge and spin)	113.2	kcal/mol


Computed, not measured: an isolated molecule of C4H7BN2O2 at a distorted geometry, with ωB97M-V/def2-TZVPD.

```
16
Properties=species:S:1:pos:R:3:forces:R:3
B 0.377 -0.810 0.780 0.45 -1.98 0.49
C -1.609 -0.581 -1.024 -1.21 -1.22 0.62
C -0.507 1.618 -1.170 -0.97 1.16 -3.49
C 0.509 0.689 0.911 -0.23 1.19 0.98
C 1.220 -2.008 1.202 -2.49 -3.59 -0.53
N -1.351 0.588 -1.593 -1.55 -0.76 -1.24
N 0.412 1.502 -0.261 3.17 1.75 0.80
O -2.549 -1.322 -1.130 1.01 0.61 -0.32
O -0.573 2.619 -1.861 -0.12 0.69 -0.19
H -0.411 0.906 1.490 0.45 0.19 0.64
H 1.392 1.157 1.407 -0.42 -0.83 0.31
H 0.535 -2.713 1.866 1.25 1.84 -0.30
H 2.158 -1.789 1.637 1.20 -0.19 0.59
H 1.257 -2.935 0.478 0.45 2.17 0.48
H -1.928 0.725 -2.466 0.88 0.82 1.23
H 1.068 2.354 -0.266 -1.85 -1.85 -0.10
```
Forces are in eV/Å.

Calculated values
maximum force	4.4	eV/Å
charge	0
LUMO (alpha / beta)	0.305 / -1.132	eV
electronic energy	-12007.834	eV
HOMO (alpha / beta)	-0.21442 / -0.36244	Eh
2S+1	3
energy relative to the best compared isomer or geometry (same formula, charge and spin)	0.0	kcal/mol